1.
DFT (ωB97M-V/def2-TZVPD) results for a structure of composition C19H44BI2N5O7P.

The frontier orbital gap comes out at 7.01 eV. The largest force on an atom is 5.5 eV/Å. Its HOMO energy is -0.3967 Ha. Its total charge is +1. For the total energy, the calculation gives -68360.3216 eV.

Last column: Mulliken charge in e.
Positions of all 79 atoms, in Å:
C1 4.016 -4.358 -0.976  -0.598
O1 4.076 -3.541 -2.199  -0.410
B1 3.957 -2.079 -1.861  0.678
O2 4.887 -1.456 -0.898  -0.453
P1 2.616 -1.018 -2.722  0.270
C2 1.095 -0.603 -1.644  -0.132
I1 0.707 1.543 -1.180  0.010
C3 0.120 -1.589 -1.103  0.229
C4 0.271 -3.196 -1.391  -0.838
I2 -1.624 -0.946 0.088  0.189
H1 3.261 -5.259 -1.174  0.240
H2 5.060 -4.828 -0.676  0.224
H3 3.547 -3.759 -0.057  0.256
H4 4.693 -1.739 0.051  0.438
H5 2.249 -1.612 -3.998  0.196
H6 3.255 0.268 -3.034  0.081
H7 -0.142 -3.747 -0.416  0.361
H8 -0.465 -3.537 -2.264  0.297
H9 1.368 -3.578 -1.531  0.126
C5 -5.425 -0.351 -0.108  -1.330
C6 -5.221 0.188 1.279  0.840
O3 -4.369 -0.269 2.039  -0.673
N1 -6.014 1.218 1.693  -0.089
C7 -7.061 1.890 0.962  -0.896
H10 -4.720 -1.167 -0.290  0.266
H11 -6.440 -0.744 -0.212  0.384
H12 -5.242 0.434 -0.847  0.374
H13 -5.814 1.524 2.639  0.201
H14 -6.802 2.950 0.897  0.299
H15 -7.991 1.782 1.527  0.284
H16 -7.195 1.485 -0.042  0.349
C8 -8.278 2.075 6.321  -1.324
C9 -7.681 1.142 5.305  0.801
O4 -7.958 1.214 4.110  -0.638
N2 -6.805 0.192 5.741  -0.122
C10 -6.351 -0.056 7.088  -0.865
H17 -8.955 2.774 5.820  0.288
H18 -8.851 1.509 7.059  0.366
H19 -7.489 2.651 6.811  0.371
H20 -6.447 -0.396 4.997  0.213
H21 -5.263 0.050 7.104  0.286
H22 -6.615 -1.084 7.351  0.296
H23 -6.795 0.630 7.811  0.331
C11 -0.156 -0.325 -6.890  -1.424
C12 0.049 0.215 -5.503  0.734
O5 0.901 -0.242 -4.743  -0.487
N3 -0.744 1.245 -5.089  0.019
C13 -1.791 1.917 -5.820  -0.897
H24 0.550 -1.140 -7.072  0.275
H25 -1.171 -0.717 -6.994  0.394
H26 0.028 0.460 -7.629  0.395
H27 -0.544 1.551 -4.143  0.034
H28 -1.533 2.977 -5.885  0.296
H29 -2.721 1.809 -5.255  0.290
H30 -1.925 1.512 -6.824  0.363
C14 4.906 4.541 -4.140  -1.348
C15 3.727 3.959 -3.412  0.966
O6 2.570 4.167 -3.772  -0.634
N4 3.966 3.177 -2.321  0.034
C16 5.237 2.815 -1.741  -0.767
H31 4.553 5.139 -4.985  0.292
H32 5.475 5.192 -3.471  0.382
H33 5.542 3.740 -4.526  0.351
H34 3.121 2.824 -1.887  -0.130
H35 5.316 1.725 -1.752  0.206
H36 5.250 3.165 -0.706  0.278
H37 6.080 3.246 -2.282  0.339
C17 4.858 -1.113 4.092  -1.298
C18 5.455 -2.046 3.077  0.693
O7 5.177 -1.974 1.881  -0.672
N5 6.331 -2.996 3.512  -0.153
C19 6.785 -3.244 4.859  -0.853
H38 4.181 -0.415 3.592  0.256
H39 4.285 -1.680 4.830  0.371
H40 5.647 -0.537 4.582  0.374
H41 6.689 -3.584 2.768  0.221
H42 7.873 -3.139 4.875  0.292
H43 6.521 -4.272 5.122  0.286
H44 6.341 -2.558 5.582  0.346



2.
DFT (ωB97M-V/def2-TZVPD) results for a cluster of 11 separate species, C33H88O11 in total.

The frontier orbital gap comes out at 9.87 eV. The largest force on an atom is 1.7 eV/Å. Its HOMO energy is -0.3540 Ha. Its total charge is 0. Its SMILES is CC(C)O.CC(C)O.CC(C)O.CC(C)O.CC(C)O.CC(C)O.CC(C)O.CC(C)O.CC(C)O.CC(C)O.CC(C)O. For the total energy, the calculation gives -58171.1987 eV.

Last column: Mulliken charge in e.
Positions of all 132 atoms, in Å:
C1 1.259 2.497 3.986  -1.382
C2 1.109 3.590 2.947  1.307
C3 -0.345 3.744 2.532  -0.237
O1 1.603 4.802 3.541  -0.661
H1 1.021 1.524 3.552  0.219
H2 0.656 2.680 4.875  0.424
H3 2.299 2.436 4.323  0.317
H4 1.723 3.321 2.077  -0.365
H5 -0.450 4.536 1.786  -0.047
H6 -0.973 3.967 3.396  0.438
H7 -0.706 2.798 2.121  -0.334
H8 1.422 5.520 2.925  0.362
C4 0.032 -1.441 -0.322  -0.107
C5 0.475 -0.133 -0.944  0.032
C6 0.084 1.047 -0.098  0.879
O2 1.902 -0.225 -1.141  0.135
H9 -0.972 -1.329 0.080  -0.424
H10 0.774 -1.678 0.443  -0.482
H11 0.050 -2.230 -1.075  0.633
H12 0.069 -0.003 -1.956  0.183
H13 0.511 1.984 -0.466  -0.353
H14 0.380 0.977 0.951  -0.266
H15 -1.005 1.146 -0.158  0.013
H16 2.149 0.505 -1.733  -0.377
C7 0.234 6.769 -1.573  -1.500
C8 -0.235 5.926 -0.418  0.218
C9 -0.444 4.488 -0.827  -0.322
O3 0.734 5.973 0.666  -0.514
H17 0.598 7.735 -1.235  0.369
H18 -0.586 6.886 -2.289  0.404
H19 1.037 6.266 -2.122  0.263
H20 -1.137 6.325 0.042  0.393
H21 -1.089 4.406 -1.706  0.445
H22 -0.820 3.864 -0.019  -0.199
H23 0.508 4.056 -1.167  0.081
H24 1.474 5.405 0.425  0.345
C10 4.396 -2.291 -2.139  -0.675
C11 5.514 -2.558 -1.162  1.218
C12 5.675 -4.028 -0.871  -1.275
O4 6.762 -2.106 -1.714  -0.619
H25 4.187 -1.221 -2.202  -0.094
H26 3.488 -2.818 -1.836  0.186
H27 4.662 -2.604 -3.150  0.416
H28 5.323 -2.056 -0.211  -0.272
H29 5.931 -4.622 -1.752  0.397
H30 4.742 -4.452 -0.486  0.009
H31 6.436 -4.208 -0.109  0.386
H32 6.865 -1.174 -1.500  0.351
C13 2.153 -3.885 1.381  -0.747
C14 2.166 -5.407 1.389  0.601
C15 2.127 -5.986 2.771  -1.663
O5 0.991 -5.924 0.704  -0.637
H33 1.955 -3.481 0.384  -0.103
H34 3.136 -3.500 1.675  0.512
H35 1.433 -3.451 2.079  0.305
H36 3.055 -5.735 0.839  0.279
H37 2.955 -5.634 3.395  0.378
H38 2.202 -7.073 2.758  0.374
H39 1.214 -5.699 3.297  0.409
H40 1.017 -5.608 -0.205  0.290
C16 1.866 0.413 -4.549  -1.293
C17 2.687 1.627 -4.162  0.652
C18 2.477 2.771 -5.143  -1.534
O6 2.298 2.010 -2.832  -0.319
H41 1.916 -0.377 -3.797  0.213
H42 2.212 -0.017 -5.489  0.479
H43 0.818 0.695 -4.686  0.307
H44 3.748 1.345 -4.183  0.266
H45 1.515 3.256 -4.953  0.313
H46 2.469 2.424 -6.176  0.382
H47 3.251 3.540 -5.069  0.416
H48 2.761 2.828 -2.625  0.177
C19 -6.069 4.104 -1.434  -1.511
C20 -5.222 2.980 -0.870  0.729
C21 -3.819 2.905 -1.414  -0.767
O7 -5.079 3.109 0.562  -0.516
H49 -5.633 5.068 -1.155  0.327
H50 -7.085 4.083 -1.031  0.441
H51 -6.124 4.058 -2.521  0.369
H52 -5.717 2.018 -1.070  0.059
H53 -3.258 3.822 -1.227  0.265
H54 -3.818 2.710 -2.487  0.520
H55 -3.272 2.116 -0.892  -0.282
H56 -5.928 3.363 0.937  0.278
C22 -4.238 -0.525 1.223  -1.023
C23 -3.551 0.362 2.270  0.430
C24 -2.417 -0.361 2.951  -0.999
O8 -3.017 1.536 1.676  -0.248
H57 -4.398 -1.524 1.635  0.425
H58 -3.646 -0.558 0.307  -0.046
H59 -5.235 -0.140 0.989  0.462
H60 -4.319 0.637 3.007  0.185
H61 -1.998 0.208 3.781  0.463
H62 -1.620 -0.560 2.224  -0.133
H63 -2.726 -1.343 3.314  0.415
H64 -3.743 2.058 1.298  0.127
C25 -3.109 -4.742 3.401  -1.441
C26 -2.277 -5.034 2.168  0.570
C27 -1.618 -3.785 1.620  -0.528
O9 -1.262 -5.975 2.554  -0.637
H65 -2.533 -4.158 4.124  0.330
H66 -3.410 -5.656 3.911  0.399
H67 -3.994 -4.169 3.111  0.317
H68 -2.907 -5.495 1.398  0.205
H69 -1.255 -3.113 2.400  0.117
H70 -2.372 -3.160 1.105  0.022
H71 -0.881 -3.966 0.838  0.292
H72 -0.545 -5.896 1.912  0.317
C28 3.502 -0.208 2.371  -1.101
C29 4.108 0.857 1.458  1.578
C30 5.435 1.364 2.001  -1.815
O10 4.327 0.360 0.161  -0.405
H73 3.506 0.098 3.419  0.499
H74 4.092 -1.128 2.309  0.296
H75 2.484 -0.456 2.060  -0.027
H76 3.414 1.716 1.458  -0.412
H77 5.886 2.104 1.344  0.393
H78 6.139 0.526 2.081  0.406
H79 5.300 1.751 3.011  0.399
H80 3.473 0.112 -0.234  0.257
C31 -3.112 -2.259 -2.470  -1.056
C32 -4.615 -2.297 -2.378  0.761
C33 -5.268 -1.309 -3.327  -1.157
O11 -4.979 -3.646 -2.704  -0.558
H81 -2.803 -2.408 -3.509  0.495
H82 -2.609 -3.018 -1.872  0.229
H83 -2.712 -1.289 -2.154  0.112
H84 -4.922 -2.094 -1.343  0.032
H85 -6.351 -1.466 -3.349  0.420
H86 -4.880 -1.401 -4.339  0.346
H87 -5.131 -0.287 -2.959  0.065
H88 -5.937 -3.729 -2.740  0.336



3.
DFT (ωB97M-V/def2-TZVPD) results for the molecule C6H18FN4P.

The frontier orbital gap (alpha / beta) comes out at 7.70 / 7.70 eV. The largest force on an atom is 4.5 eV/Å. Its HOMO energy (alpha / beta) is -0.2573 / -0.2573 Ha. Its total charge is 0. Its SMILES is CN(C)P(=NF)(N(C)C)N(C)C. For the total energy, the calculation gives -24475.1191 eV.

Last column: Mulliken charge in e.
Positions of all 30 atoms, in Å:
C1 1.002 -0.841 2.181  -1.023
C2 -0.520 0.947 2.481  -1.179
C3 -2.403 -0.483 -0.226  -0.998
C4 -1.533 1.038 -2.042  -0.924
C5 2.462 -0.350 -0.778  -1.221
C6 0.621 -1.818 -1.407  -1.116
N1 0.811 2.628 0.209  -0.364
N2 -0.056 -0.052 1.640  0.059
N3 -1.411 0.522 -0.688  0.156
N4 1.052 -0.530 -0.854  0.272
F1 0.602 3.190 -1.018  -0.221
P1 0.162 0.534 0.000  0.289
H1 1.822 -0.180 2.560  0.276
H2 0.531 -1.332 2.980  0.436
H3 1.328 -1.630 1.481  0.285
H4 -1.190 1.706 1.983  0.308
H5 -1.048 0.613 3.400  0.294
H6 0.363 1.559 2.774  0.472
H7 -3.355 -0.114 -0.606  0.420
H8 -2.294 -1.429 -0.750  0.323
H9 -2.273 -0.439 0.779  0.325
H10 -1.381 2.118 -2.065  0.255
H11 -0.906 0.571 -2.812  0.296
H12 -2.531 0.859 -2.436  0.398
H13 2.997 -0.244 -1.765  0.314
H14 2.656 0.595 -0.349  0.444
H15 2.897 -1.057 -0.095  0.384
H16 -0.337 -2.016 -1.032  0.372
H17 0.619 -1.820 -2.506  0.238
H18 1.313 -2.548 -1.039  0.430



4.
DFT (ωB97M-V/def2-TZVPD) results for a cluster of 2 separate species, C7H7F7NO4 in total.

The frontier orbital gap comes out at 5.12 eV. The largest force on an atom is 8.4 eV/Å. Its HOMO energy is -0.1134 Ha. Its total charge is -1. For the total energy, the calculation gives -36067.1475 eV.

Last column: Mulliken charge in e.
Positions of all 26 atoms, in Å:
O1 1.035 -0.199 3.013  -0.609
C1 1.135 -0.094 1.669  0.461
O2 1.441 -1.349 0.924  -0.490
C2 0.965 1.383 0.970  -0.121
C3 -0.485 2.105 1.219  -1.089
C4 -1.691 1.406 0.325  0.915
F1 -1.196 0.659 -0.854  -0.320
F2 -2.503 2.560 -0.217  -0.318
C5 -2.704 0.567 1.305  0.408
F3 -2.027 -0.448 2.163  -0.264
F4 -3.344 1.554 2.253  -0.287
C6 -3.941 -0.192 0.544  0.530
F5 -5.185 0.055 1.364  -0.266
F6 -4.167 0.223 -0.860  -0.217
F7 -3.699 -1.671 0.646  -0.249
H1 0.894 -1.328 0.083  0.356
H2 1.287 1.304 -0.161  0.107
H3 1.779 2.085 1.491  0.315
H4 -0.797 1.938 2.355  0.141
C7 3.496 -1.723 -3.195  -0.756
N1 3.080 -1.234 -1.852  0.851
O3 1.902 -0.882 -1.718  -0.486
O4 3.948 -1.218 -0.971  -0.483
H5 2.636 -1.683 -3.867  0.305
H6 4.295 -1.068 -3.550  0.286
H7 3.847 -2.750 -3.077  0.283